98
Properties=species:S:1:pos:R:3 method="wB97M-V/def2-TZVPD" charge=-1 homo_ev=-4.29 max_force_ev_per_a=3.15 homo_lumo_gap_ev=5.9
C -3.6872 -1.0872 -1.9074
C -4.7357 -2.0171 -1.2839
O -4.6294 -2.0804 0.1139
C -5.1519 -0.9355 0.7543
C -4.7588 -0.8457 2.2323
S -3.5363 -1.9237 2.7015
O -3.9446 -3.3046 2.5957
O -3.1327 -1.5462 4.0407
C -1.9071 -1.8634 1.7530
F -0.9514 -2.4308 2.5492
F -1.9289 -2.6034 0.6208
C -1.3528 -0.4685 1.4029
F -0.8353 0.1380 2.4774
F -2.2225 0.3249 0.7777
F -0.3085 -0.6557 0.5293
H -4.1171 -0.1024 -2.0577
H -3.3224 -1.4717 -2.8479
H -2.8856 -0.9661 -1.1904
H -5.7355 -1.6451 -1.5225
H -4.6210 -3.0202 -1.6777
H -6.2470 -0.9960 0.6908
H -4.8711 -0.0240 0.2193
H -4.3850 0.1669 2.3796
C -0.9086 -2.6406 -4.7898
Cl -2.3380 -1.7849 -5.4069
Cl -1.1376 -3.2116 -3.1378
H -0.7116 -3.4938 -5.4216
H -0.0707 -1.9607 -4.8034
C 1.8200 -2.3260 -1.2332
Cl 3.0946 -3.4767 -0.7971
Cl 2.1959 -1.4603 -2.7319
H 0.8959 -2.8706 -1.3715
H 1.7202 -1.6050 -0.4312
C -2.4513 -6.3431 2.8651
Cl -2.5217 -7.2596 4.3825
Cl -3.2766 -7.2027 1.5553
H -2.9260 -5.3773 3.0113
H -1.4124 -6.2117 2.5904
C 2.4391 1.3503 1.0109
Cl 3.6878 0.1381 1.3324
Cl 2.8309 2.3325 -0.4084
H 1.5033 0.8423 0.8293
H 2.3592 2.0067 1.8693
C 1.5974 0.8699 -5.9635
Cl 0.7899 -0.6421 -6.3977
Cl 3.3116 0.6021 -5.6393
H 1.4996 1.5680 -6.7860
H 1.1308 1.2727 -5.0715
C -2.5252 3.5071 4.0835
Cl -3.3049 2.0267 3.5287
Cl -0.7942 3.2712 4.3939
H -2.6376 4.2699 3.3209
H -2.9965 3.8237 5.0025
C -1.2613 6.5301 6.7275
Cl -2.8368 5.7471 6.5388
Cl -0.3362 5.8274 8.0570
H -0.7057 6.4023 5.8058
H -1.4186 7.5823 6.9320
C 3.9576 4.7520 -3.2185
Cl 3.3051 3.5155 -4.2998
Cl 2.8017 6.0563 -2.9158
H 4.2060 4.2844 -2.2731
H 4.8432 5.1750 -3.6759
C 6.3809 -3.6197 -2.5088
Cl 7.7644 -4.6646 -2.1469
Cl 5.8991 -3.7280 -4.2039
H 5.5452 -3.9238 -1.8929
H 6.6561 -2.5948 -2.2936
C -5.8769 2.3179 7.0520
Cl -4.5966 1.1415 7.3397
Cl -5.5126 3.3519 5.6623
H -6.8000 1.7890 6.8492
H -5.9810 2.9461 7.9286
C 11.2429 -3.0401 -2.9763
Cl 10.1949 -1.8768 -3.7918
Cl 12.3278 -2.2589 -1.8182
H 10.6185 -3.7474 -2.4443
H 11.8418 -3.5473 -3.7223
C -4.8462 7.2314 9.1556
Cl -5.4032 5.6671 9.7590
Cl -6.0875 8.4808 9.3375
H -3.9688 7.5289 9.7168
H -4.6044 7.1321 8.1061
C 3.1469 4.6576 4.4196
Cl 2.7197 4.2091 2.7650
Cl 1.9339 5.7305 5.1227
H 3.1962 3.7579 5.0210
H 4.1054 5.1612 4.4127
C -1.9791 -2.6922 -9.2566
Cl -3.5900 -3.4037 -9.4016
Cl -1.0639 -3.3962 -7.9225
H -1.4380 -2.8674 -10.1780
H -2.0848 -1.6294 -9.0727
C 5.3554 -4.1291 -7.8231
Cl 4.7487 -5.3990 -8.8958
Cl 4.1727 -2.8391 -7.5867
H 5.5844 -4.5717 -6.8620
H 6.2478 -3.7029 -8.2640

65
Properties=species:S:1:pos:R:3 method="wB97M-V/def2-TZVPD" homo_ev="-6.52 / -6.23" max_force_ev_per_a=6.41 homo_lumo_gap_ev="6.4 / 5.2" relative_energy_ev=4.433
Hf 0.0513 0.0801 0.3711
P 2.7725 -0.0892 0.0829
P -2.7248 0.3568 0.4238
N 0.1833 0.9018 -1.2900
H 1.2889 -0.5668 1.1359
C 3.3302 -1.5508 -0.8812
H 4.4248 -1.6672 -0.8343
H 3.0192 -1.4279 -1.9283
H 2.8371 -2.4420 -0.4783
C 4.0092 -0.0289 1.4372
H 5.0292 0.0807 1.0349
H 3.9447 -0.9600 2.0167
H 3.7741 0.8120 2.1066
C 3.4110 1.2610 -0.9942
H 4.5104 1.3585 -0.9466
H 2.9594 2.2126 -0.6828
H 3.1010 1.0881 -2.0351
C -3.6008 -1.0638 -0.2135
H -4.7130 -0.8763 -0.2345
H -3.3887 -1.9827 0.3835
H -3.2436 -1.2721 -1.2567
C -3.3996 0.4713 2.1178
H -4.4978 0.5310 2.0463
H -3.0175 1.3719 2.6200
H -3.1067 -0.4170 2.6990
C -3.5553 1.7100 -0.4484
H -4.6377 1.4776 -0.5115
H -3.1357 1.7995 -1.4712
H -3.4432 2.6725 0.0820
C 0.1389 1.5906 -2.3933
C -0.1984 1.8057 -4.8340
C -0.1893 1.0413 -3.7079
C 0.4255 3.0241 -2.4286
C 0.3731 3.7613 -3.6905
C 0.0451 3.1215 -4.8499
H -0.4442 1.2834 -5.8296
H -0.4197 -0.0556 -3.7276
H 0.6849 3.5446 -1.5412
H 0.5972 4.8400 -3.6265
H -0.0018 3.7329 -5.7733
C -0.2890 -2.3390 1.2283
O -0.9919 -1.8414 0.2362
C 0.4594 -3.6385 0.9036
H 1.0425 -3.9606 1.7951
H 1.2674 -3.4523 0.2067
H -0.2537 -4.4068 0.5632
C -0.9803 -2.4139 2.5969
H -2.0223 -2.7623 2.5021
H -0.8648 -1.4798 3.1316
H -0.3953 -3.1144 3.2059
C 1.4581 0.2010 3.9062
C 0.8362 1.3504 3.3898
C 0.7068 2.5912 4.1147
C 0.0079 3.5199 3.2368
C -0.2548 2.8347 1.9982
C -0.9170 3.4089 0.8731
N 0.2625 1.5291 2.1189
H 2.4579 0.4404 4.2866
H 1.5558 -0.6137 3.1956
H 0.9090 -0.1994 4.7639
H 1.0756 2.7595 5.0710
H -0.2538 4.5357 3.4345
H -1.9473 3.6487 1.1057
H -0.4787 4.3760 0.6507
H -0.8510 2.7811 -0.0006

66
Properties=species:S:1:pos:R:3 method="wB97M-V/def2-TZVPD" homo_ev=-8.34 max_force_ev_per_a=0.72 homo_lumo_gap_ev=8.9 relative_energy_ev=1.076
C -3.0271 -1.2927 -2.1939
C -3.7247 -1.6211 -0.8702
C -3.8114 -3.1416 -0.7103
C -5.1471 -1.0083 -0.7943
N -5.1454 0.3328 -0.2470
C -6.3674 0.7095 0.4463
C -6.1954 2.2092 0.6422
C -5.6121 2.6422 -0.7038
C -4.8239 1.4113 -1.1800
N -2.9814 -1.0502 0.2441
C -1.6960 -1.2932 0.5458
O -1.0061 -2.1318 0.0037
C -1.1774 -0.4240 1.7066
C -1.3201 1.0692 1.4175
C -0.5514 1.3879 0.1455
C 0.8871 0.8988 0.1689
O 1.7308 1.4197 -0.5429
N 1.1763 -0.1448 0.9706
C 2.5420 -0.6326 0.9642
C 3.4440 0.1782 1.8978
C 4.9171 -0.1678 1.6892
N 5.3131 -0.1301 0.2939
C 5.2029 1.1913 -0.3075
C 5.5835 1.1038 -1.7842
O 6.8859 0.5932 -1.9663
C 6.9912 -0.6790 -1.3770
C 6.6642 -0.6299 0.1151
C 0.2964 -0.7262 1.9606
H -2.9559 -0.2194 -2.3445
H -2.0238 -1.7100 -2.1806
H -3.5755 -1.7283 -3.0249
H -4.4283 -3.5676 -1.4971
H -4.2421 -3.3979 0.2551
H -2.8143 -3.5677 -0.7686
H -5.7456 -1.6258 -0.1199
H -5.6112 -1.0509 -1.7921
H -6.4448 0.1600 1.3871
H -7.2683 0.5035 -0.1548
H -7.1300 2.7125 0.8794
H -5.4808 2.3961 1.4442
H -6.4170 2.8689 -1.4032
H -4.9810 3.5242 -0.6163
H -3.7460 1.5971 -1.1546
H -5.0996 1.1463 -2.2101
H -3.4866 -0.2980 0.6975
H -1.7489 -0.6958 2.6012
H -2.3666 1.3621 1.3093
H -0.9039 1.6353 2.2550
H -1.0277 0.9029 -0.7116
H -0.5305 2.4608 -0.0543
H 2.5415 -1.6870 1.2446
H 2.9268 -0.5368 -0.0524
H 3.2779 1.2379 1.7019
H 3.1868 -0.0149 2.9420
H 5.0929 -1.1898 2.0399
H 5.5356 0.5114 2.3066
H 4.1712 1.5364 -0.2475
H 5.8643 1.9168 0.2004
H 5.5756 2.0947 -2.2402
H 4.8564 0.4599 -2.2995
H 8.0193 -1.0103 -1.5361
H 6.2990 -1.3782 -1.8704
H 6.7293 -1.6373 0.5338
H 7.4059 0.0126 0.6255
H 0.5788 -0.3587 2.9578
H 0.4415 -1.8114 1.9392

69
Properties=species:S:1:pos:R:3 method="wB97M-V/def2-TZVPD" charge=+2 homo_ev=-13.13 max_force_ev_per_a=0.46 homo_lumo_gap_ev=7.6 relative_energy_ev=0.579
Pt -0.0947 -0.7279 0.7558
O 5.6859 1.6110 0.3193
C 4.4873 1.0523 0.4134
C 4.2652 -0.2869 0.7509
C 2.9710 -0.7374 0.8154
N 1.8971 0.0377 0.5835
C 2.1290 1.3143 0.2346
Br 0.6453 2.3964 -0.2057
C 3.3835 1.8628 0.1427
H 6.4020 0.9882 0.5007
H 5.0852 -0.9631 0.9513
H 2.7669 -1.7709 1.0578
H 3.5257 2.8923 -0.1516
C -3.5170 0.1256 0.2875
As -2.3705 -1.3487 0.7667
C -2.8134 -2.6815 -0.5503
C -2.8999 -2.1682 2.4362
C -2.9223 -1.3148 3.7239
C -3.3242 -2.2903 4.8433
C -1.5350 -0.7601 4.0939
As -0.4657 0.3222 2.8601
C -1.0101 2.1620 3.0450
C 1.2397 0.3181 3.7667
C -3.9546 -0.1792 3.6049
As -4.6880 0.5786 5.3086
C -3.5906 2.1980 5.4489
C -6.2121 1.4372 4.4370
H -3.2827 1.0112 0.8706
H -4.5602 -0.1476 0.4374
H -3.3464 0.3348 -0.7681
H -3.8717 -2.9263 -0.4653
H -2.2194 -3.5794 -0.3882
H -2.6155 -2.2889 -1.5456
H -2.1969 -3.0013 2.5390
H -3.8917 -2.6023 2.2895
H -2.7151 -3.1958 4.8085
H -4.3715 -2.5785 4.7382
H -3.2065 -1.8385 5.8271
H -0.8650 -1.5837 4.3599
H -1.6277 -0.1333 4.9854
H -1.0850 2.4086 4.1018
H -1.9695 2.3322 2.5613
H -0.2609 2.7906 2.5696
H 1.1004 0.6394 4.7988
H 1.9148 1.0099 3.2658
H 1.6614 -0.6850 3.7566
H -4.8443 -0.5619 3.0956
H -3.5755 0.6483 2.9988
H -2.5960 1.9671 5.8311
H -4.0692 2.8566 6.1731
H -3.5196 2.7243 4.4967
H -6.9557 0.6863 4.1745
H -5.9045 1.9789 3.5416
H -6.6695 2.1375 5.1341
C 0.6599 -5.9050 -0.6842
C 0.5076 -4.4569 -0.9973
C 0.3061 -3.7969 -2.1915
C 0.2646 -2.4314 -1.8867
N 0.4471 -2.2568 -0.5771
N 0.5552 -3.5038 -0.0442
C 0.0893 -1.2641 -2.7973
H 0.7102 -6.4776 -1.6064
H -0.1864 -6.2722 -0.1027
H 1.5720 -6.0930 -0.1174
H 0.2201 -4.2470 -3.1656
H 0.7796 -3.6197 0.9297
H 0.0823 -1.5882 -3.8349
H 0.9035 -0.5508 -2.6654
H -0.8486 -0.7408 -2.5998